(a)
DFT (wB97M-V/def2-TZVPD) results for an isolated ion of composition C4H6NO3 and charge -1.

Structure (ORCA input):
```
! RIJCOSX wB97M-V def2-TZVPD def2/J DEFGRID3
* xyz -1 1
O 1.27 1.82 -0.65
O 2.34 1.74 1.37
O -0.21 -1.67 -2.08
N 0.98 0.03 0.75
C 0.03 -0.66 -1.43
C -0.12 -0.61 0.09
C -1.54 -0.09 0.40
C 1.58 1.37 0.46
H 1.17 -0.49 1.59
H 0.42 0.18 -2.02
H -1.53 0.98 0.60
H -2.00 -0.74 1.15
H -2.22 -0.15 -0.46
H -0.15 -1.70 0.22
*
```

Summary:
HOMO: -4.4092 eV
structure (SMILES): C[C@@H](C=O)NC(=O)[O-]



(b)
DFT (wB97M-V/def2-TZVPD) results for an isolated ion of composition C4H6NO3 and charge -1.

Structure (ORCA input):
```
! RIJCOSX wB97M-V def2-TZVPD def2/J DEFGRID3
* xyz -1 1
O 1.49 0.88 1.02
O 0.24 -1.96 1.48
O -0.84 -2.44 -0.48
N -0.09 -0.36 -0.18
C 0.60 0.76 0.19
C -0.23 -1.78 0.38
C -1.10 2.19 -1.25
C 0.27 1.98 -0.67
H 0.98 1.78 -1.50
H 0.57 2.87 -0.12
H -0.84 -0.12 -0.81
H -1.38 1.55 -2.10
H -1.94 2.03 -0.57
H -1.17 3.20 -1.68
*
```

Summary:
HOMO: -4.7798 eV
structure (SMILES): CCC(=O)NC(=O)[O-]



(c)
DFT (wB97M-V/def2-TZVPD) results for an isolated ion of composition C4H6NO3 and charge -1.

Structure (ORCA input):
```
! RIJCOSX wB97M-V def2-TZVPD def2/J DEFGRID3
* xyz -1 1
O -0.30 -0.37 -1.94
O 1.34 -2.34 1.10
O -0.07 1.80 -2.63
N 0.01 1.32 -0.42
C -0.21 0.63 0.85
C -0.14 0.87 -1.79
C 0.72 -1.64 0.32
C -0.48 -0.87 0.79
H 1.08 -1.51 -0.70
H -0.65 -1.14 1.84
H -1.07 1.13 1.28
H 0.45 2.24 -0.32
H 0.63 0.87 1.50
H -1.32 -0.99 0.13
*
```

Summary:
HOMO: -4.1995 eV
structure (SMILES): O=CCCNC(=O)[O-]



What should be chosen as the most stable of them? Choose (b).



(a)
DFT (wB97M-V/def2-TZVPD) results for one molecule with the formula C5H6S3.

Structure (ORCA input):
```
! RIJCOSX wB97M-V def2-TZVPD def2/J DEFGRID3
* xyz 0 1
S -2.06 -1.96 -0.26
S 0.21 0.57 -0.93
S 1.30 -0.67 1.61
C -2.08 -0.53 0.43
C 1.40 -0.32 0.00
C -1.27 0.66 0.08
C 2.46 -0.89 -0.91
C -1.66 1.85 0.55
H -1.23 2.79 0.25
H 3.41 -0.39 -0.61
H -2.57 1.89 1.17
H 2.56 -1.95 -0.68
H 2.28 -0.70 -1.98
H -2.74 -0.35 1.27
*
```

Summary:
HOMO: -8.7082 eV
structure (SMILES): C=C(C=S)SC(C)=S



(b)
DFT (wB97M-V/def2-TZVPD) results for C5H6S3 as an isolated structure.

Structure (ORCA input):
```
! RIJCOSX wB97M-V def2-TZVPD def2/J DEFGRID3
* xyz 0 1
S -1.10 1.52 -0.67
S -4.03 0.39 -0.06
S -1.19 -2.18 -0.26
C 0.00 0.28 0.16
C 2.47 0.84 -0.43
C 1.39 0.05 0.17
C -1.22 -0.50 0.52
C -2.37 0.35 -0.08
H -1.35 -0.45 1.65
H 2.54 1.84 -0.18
H 1.61 -0.68 0.84
H 3.37 0.41 -0.19
H 2.34 0.73 -1.58
H -2.47 -2.62 0.11
*
```

Summary:
HOMO: -8.7686 eV



What should be chosen as the most stable of them? Choose (a).



(a)
DFT (wB97M-V/def2-TZVPD) results for a 2-piece molecular cluster, C2H7O overall.

Structure (ORCA input):
```
! RIJCOSX wB97M-V def2-TZVPD def2/J DEFGRID3
* xyz -1 1
O 2.40 -0.25 -0.86
C -0.91 -0.08 -0.42
C -0.29 0.38 0.94
H 0.01 -0.26 -1.00
H -1.01 0.21 1.75
H -1.49 -0.99 -0.32
H -1.52 0.73 -0.81
H 2.27 -1.15 -1.17
H -0.17 1.47 0.90
H 0.71 -0.06 0.99
*
```

Summary:
HOMO: -2.2011 eV



(b)
DFT (wB97M-V/def2-TZVPD) results for a 2-piece molecular cluster, C2H7O overall.

Structure (ORCA input):
```
! RIJCOSX wB97M-V def2-TZVPD def2/J DEFGRID3
* xyz -1 1
O 0.65 -2.60 0.22
C -0.21 0.51 0.77
C -0.31 0.70 -0.75
H -0.93 1.54 -1.07
H -0.02 -0.55 0.97
H 0.67 0.84 -1.19
H 1.36 -2.16 -0.24
H -1.10 0.85 1.29
H -0.76 -0.18 -1.17
H 0.65 1.04 1.18
*
```

Summary:
HOMO: -2.1048 eV



What should be chosen as the most stable of them? Choose (b).